Entry 1:
DFT (ωB97M-V/def2-TZVPD) results for a 13-piece molecular cluster, C41H102N7O24 overall at a distorted geometry.

The geometry in XYZ format:
```
174
C41H102N7O24, DFT ωB97M-V/def2-TZVPD
C 3.53 -0.49 -0.47
C 3.44 -0.25 1.02
C 2.77 -1.38 1.70
C 3.50 -2.71 1.56
N 2.90 -3.82 2.44
C 3.34 -5.14 1.96
C 2.34 -6.16 2.42
C 1.03 -5.39 2.59
C 1.37 -3.93 2.30
C 3.11 -3.66 3.94
C 4.62 -3.59 4.33
C 4.77 -3.68 5.83
H 3.84 0.33 -1.18
H 2.55 -0.85 -0.84
H 4.10 -1.34 -0.73
H 2.95 0.70 1.11
H 4.47 -0.09 1.43
H 1.77 -1.51 1.30
H 2.58 -1.06 2.70
H 4.51 -2.59 1.96
H 3.55 -3.06 0.54
H 4.36 -5.30 2.39
H 3.34 -5.15 0.90
H 2.58 -6.61 3.40
H 2.27 -7.00 1.76
H 0.60 -5.52 3.57
H 0.31 -5.60 1.81
H 0.93 -3.19 2.97
H 1.06 -3.67 1.26
H 2.55 -4.46 4.42
H 2.54 -2.76 4.24
H 5.05 -2.71 3.91
H 5.16 -4.37 3.81
H 4.19 -2.91 6.36
H 5.82 -3.61 6.15
H 4.41 -4.63 6.24
C 1.84 2.37 -3.79
C 2.01 3.88 -4.03
C 2.37 4.25 -5.43
O 3.66 3.67 -5.79
C 4.05 3.94 -7.18
N 0.78 4.61 -3.62
H 0.57 4.35 -2.62
H 1.01 5.59 -3.57
H -0.07 4.41 -4.20
H 2.60 1.76 -4.32
H 0.82 2.00 -4.02
H 1.95 2.27 -2.70
H 2.83 4.24 -3.37
H 2.47 5.35 -5.43
H 1.61 3.99 -6.09
H 3.44 3.31 -7.87
H 5.10 3.70 -7.34
H 3.86 4.99 -7.46
C -4.26 3.62 -1.02
C -4.14 5.21 -1.04
C -3.88 5.64 0.35
O -2.64 5.08 0.80
C -2.53 4.98 2.24
N -3.00 5.68 -1.90
H -3.03 5.14 -2.82
H -3.20 6.64 -2.14
H -2.06 5.71 -1.48
H -4.44 3.13 -1.95
H -5.09 3.37 -0.37
H -3.40 3.13 -0.54
H -5.10 5.55 -1.43
H -4.67 5.37 1.09
H -3.68 6.77 0.39
H -3.34 4.36 2.79
H -2.51 6.02 2.66
H -1.55 4.47 2.37
C -2.62 -3.46 -2.36
C -2.57 -2.94 -0.91
C -4.02 -2.67 -0.28
O -4.72 -1.71 -1.00
C -5.92 -1.34 -0.23
N -1.78 -3.87 -0.17
H -1.77 -3.80 0.87
H -2.15 -4.78 -0.45
H -0.33 -3.67 -0.64
H -1.66 -3.60 -2.86
H -3.05 -2.69 -2.97
H -3.33 -4.31 -2.45
H -2.12 -1.97 -0.83
H -3.99 -2.42 0.78
H -4.59 -3.61 -0.32
H -6.40 -0.70 -0.95
H -5.67 -0.78 0.65
H -6.51 -2.27 -0.02
C 0.21 2.47 1.93
C -0.85 1.70 1.13
C -0.36 1.43 -0.33
O -1.38 0.68 -0.93
C -1.34 0.62 -2.37
N -1.25 0.45 1.84
H -1.81 -0.09 1.17
H -0.31 -0.08 1.75
H -2.17 0.61 3.06
H 0.28 3.45 1.52
H 1.21 2.08 1.94
H -0.11 2.48 2.97
H -1.82 2.24 0.98
H 0.64 0.95 -0.27
H -0.18 2.43 -0.79
H -1.75 1.50 -2.84
H -1.96 -0.19 -2.70
H -0.31 0.44 -2.72
C 2.71 -2.68 -6.66
C 2.21 -2.26 -5.32
C 3.02 -1.26 -4.61
O 4.20 -1.80 -4.08
C 5.19 -0.81 -4.01
N 0.95 -1.62 -5.46
H 0.60 -0.32 -6.84
H 0.09 -2.18 -5.45
H 0.82 -0.79 -4.78
H 2.82 -1.85 -7.38
H 2.10 -3.47 -7.03
H 3.71 -3.10 -6.60
H 2.16 -3.21 -4.72
H 2.44 -0.89 -3.78
H 3.19 -0.43 -5.31
H 4.98 -0.02 -3.27
H 5.34 -0.40 -5.02
H 6.14 -1.30 -3.75
C 0.05 -0.93 7.25
C -1.48 -1.01 7.38
C -2.02 0.31 7.93
O -3.42 0.54 7.96
C -3.91 -0.12 9.11
N -1.94 -1.24 5.96
H -2.94 -1.22 5.91
H -1.84 -0.31 5.56
H -1.52 -2.13 5.50
H 0.39 -1.84 6.76
H 0.61 -0.82 8.20
H 0.31 -0.07 6.63
H -1.84 -1.81 7.97
H -1.67 1.03 7.22
H -1.39 0.60 8.81
H -3.58 -1.17 9.18
H -5.02 -0.06 8.94
H -3.63 0.44 10.00
O 2.58 -3.69 -1.93
C 1.57 -4.20 -1.19
O 1.65 -5.32 -0.67
O 0.67 -3.35 -0.96
H 3.30 -4.26 -2.11
O 0.81 5.78 0.54
C 0.32 5.41 -0.69
O -0.40 6.28 -1.22
O 0.74 4.28 -1.05
H 0.43 6.60 0.76
O -2.97 2.50 -4.64
C -2.39 3.72 -4.64
O -3.10 4.56 -4.10
O -1.19 3.86 -5.12
H -2.43 1.77 -5.17
O -4.21 1.23 2.09
C -4.06 1.05 3.45
O -4.92 1.35 4.30
O -2.99 0.48 3.87
H -5.18 1.58 1.99
O -2.77 -2.86 4.11
C -1.45 -2.98 3.62
O -1.24 -3.07 2.41
O -0.61 -2.99 4.53
H -3.23 -2.55 3.30
O 0.07 2.73 -6.88
C -0.16 1.45 -6.71
O -1.19 1.00 -6.23
O 0.87 0.65 -7.09
H -0.49 3.19 -6.31
```

Its maximum force is 4.44 eV/Å. As for the charge: +1. For the HOMO energy, the calculation gives -11.2 eV. For the HOMO-LUMO gap, the calculation gives 9.5754 eV. The molar mass comes out at 1077.29 g mol⁻¹.

Entry 2:
DFT (ωB97M-V/def2-TZVPD) results for one molecule with the formula C4H7NO2.

The geometry in XYZ format:
```
14
C4H7NO2, DFT ωB97M-V/def2-TZVPD
H 0.32 1.67 0.00
N -0.66 1.40 -0.08
C -0.87 0.15 -0.02
C -2.28 -0.35 -0.15
O 0.02 -0.86 0.15
C 1.31 -0.50 0.60
C 2.17 0.09 -0.51
O 3.21 0.66 -0.30
H -2.42 -1.32 0.33
H -2.90 0.41 0.33
H -2.56 -0.40 -1.21
H 1.27 0.19 1.44
H 1.78 -1.44 0.93
H 1.76 -0.06 -1.53
```

The calculation puts the energy above the lowest of the compared OMol25 structures with the same formula, charge and spin at 37.11 kcal/mol. Its maximum force is 0.74 eV/Å. For the HOMO energy, the calculation gives -10.2 eV. For the HOMO-LUMO gap, the calculation gives 10.9476 eV. Its SMILES is [H]/N=C(/C)OCC=O. The molar mass comes out at 101.10 g mol⁻¹.

Question: HOMO of number 2 (C4H7NO2)?
Answer: -10.2 eV

Question: Which of these has the lowest HOMO-LUMO gap?
Answer: C41H102N7O24

Question: Which of these has the highest HOMO-LUMO gap?
Answer: C4H7NO2